[1]
A structure of composition C12H12NO4SbSe4SiW in a non-equilibrium geometry. Source: the Open Molecules 2025 dataset; level of theory: ωB97M-V/def2-TZVPD.

```
36
C12H12NO4SbSe4SiW | the Open Molecules 2025 dataset | ωB97M-V/def2-TZVPD
W -0.418 0.872 0.100
O 0.616 -0.221 -3.736
C 0.114 -0.226 -2.656
O 0.558 0.521 -1.612
C -1.051 -1.105 -2.242
C -1.729 -2.134 -2.872
C -2.682 -2.799 -2.103
C -2.897 -2.512 -0.745
C -2.119 -1.513 -0.197
N -1.334 -0.823 -1.007
C -1.791 -0.830 1.118
O -2.511 -1.084 2.306
O -0.379 -0.802 1.212
H -1.533 -2.415 -3.896
H -3.252 -3.596 -2.562
H -3.594 -3.095 -0.160
Se -2.568 4.648 1.915
Sb -1.209 4.394 0.022
Se -1.723 2.529 -1.525
Se 1.063 2.178 1.159
Se 0.477 5.804 -0.746
C -4.343 -0.375 4.769
Si -3.729 1.082 3.780
C -2.476 2.061 4.753
C -5.151 2.082 3.117
C -2.794 0.317 2.304
C -2.173 0.651 1.147
H -4.879 -0.026 5.655
H -3.519 -1.010 5.097
H -5.027 -0.989 4.179
H -2.949 2.548 5.609
H -2.018 2.834 4.136
H -1.689 1.404 5.128
H -5.656 2.607 3.931
H -5.876 1.430 2.627
H -4.804 2.820 2.394
```

The value obtained for the orbital gap is 6.165 eV. For the molar mass, the calculation gives 883.76 g/mol. Its HOMO energy is -8.487 eV. The energy above the lowest of the compared OMol25 structures with the same formula, charge and spin is 245.0 kJ/mol. The net charge is 0. For the total energy, the calculation gives -11022.7422 Eh.

Atom charges from the natural (NBO) analysis, given in e for atoms 1 to 6: 1.242, -0.494, 0.769, -0.692, 0.121, -0.201

---

[2]
A cluster of 9 separate species, C18H36N6O18 in total in a non-equilibrium geometry. Source: the Open Molecules 2025 dataset; level of theory: ωB97M-V/def2-TZVPD.

```
78
C18H36N6O18 | the Open Molecules 2025 dataset | ωB97M-V/def2-TZVPD
C -3.024 -2.532 -0.059
N -2.410 -3.570 -0.981
O -1.229 -3.452 -1.237
O -3.146 -4.458 -1.413
H -4.111 -2.456 -0.259
H -2.550 -1.575 -0.295
H -2.743 -2.781 0.972
C -2.260 -1.055 4.127
N -3.174 -2.200 3.962
O -2.849 -3.025 3.112
O -4.168 -2.182 4.652
H -2.262 -0.745 5.210
H -2.542 -0.210 3.451
H -1.253 -1.325 3.801
C 1.889 5.755 -0.798
N 1.097 4.491 -0.941
O 1.622 3.552 -1.538
O -0.022 4.478 -0.448
H 1.229 6.586 -1.095
H 2.774 5.621 -1.393
H 2.170 5.819 0.256
C 5.127 -0.114 2.768
N 3.731 0.049 2.204
O 2.975 -0.792 2.619
O 3.526 0.888 1.333
H 5.624 0.866 2.802
H 5.708 -0.873 2.207
H 4.994 -0.489 3.788
C 1.936 3.973 3.852
N 3.084 4.552 3.214
O 4.182 4.367 3.684
O 2.836 5.271 2.311
H 2.132 2.994 4.227
H 1.109 3.984 3.144
H 1.622 4.600 4.685
C 0.313 0.974 0.094
N -0.298 1.107 1.478
O 0.290 1.765 2.316
O -1.340 0.482 1.587
H 1.308 1.401 0.101
H -0.415 1.397 -0.618
H 0.330 -0.091 -0.180
O -4.174 -0.464 -2.211
C -4.206 0.618 -1.800
C -3.073 1.348 -1.139
C -3.618 2.568 -0.469
C -4.899 2.704 -1.290
O -5.309 1.359 -1.685
H -2.576 0.570 -0.550
H -2.376 1.684 -1.925
H -3.918 2.260 0.578
H -2.921 3.408 -0.407
H -5.647 3.135 -0.694
H -4.786 3.248 -2.221
O 5.130 -1.661 -0.967
C 4.176 -2.177 -0.512
C 2.814 -2.297 -1.118
C 1.887 -2.684 -0.029
C 2.843 -3.330 0.964
O 4.137 -2.738 0.760
H 2.636 -1.373 -1.686
H 2.888 -3.100 -1.826
H 1.559 -1.759 0.416
H 1.027 -3.298 -0.293
H 2.705 -3.146 1.993
H 3.086 -4.394 0.743
O -0.129 -1.012 -2.240
C -0.312 -1.760 -3.180
C -1.557 -1.876 -4.144
C -1.408 -3.254 -4.742
C 0.058 -3.395 -4.730
O 0.554 -2.719 -3.573
H -2.521 -1.640 -3.651
H -1.331 -1.152 -4.943
H -1.811 -4.046 -4.099
H -1.749 -3.312 -5.791
H 0.427 -4.450 -4.650
H 0.580 -2.913 -5.591
```

The value obtained for the orbital gap is 10.004 eV. For the molar mass, the calculation gives 624.51 g/mol. Its HOMO energy is -10.011 eV. The energy above the lowest of the compared OMol25 structures with the same formula, charge and spin is 0.0 kJ/mol. The net charge is 0. For the total energy, the calculation gives -2389.7643 Eh. The SMILES is C[N+](=O)[O-].C[N+](=O)[O-].C[N+](=O)[O-].C[N+](=O)[O-].C[N+](=O)[O-].C[N+](=O)[O-].O=C1CCCO1.O=C1CCCO1.O=C1CCCO1.

Atom charges from the Mulliken analysis, given in e for atoms 1 to 6: -0.128, 0.905, -0.486, -0.584, 0.303, -0.425

---

[3]
A cluster of 3 separate species, C20H45INO10P2 in total in a non-equilibrium geometry. Source: the Open Molecules 2025 dataset; level of theory: ωB97M-V/def2-TZVPD.

```
79
C20H45INO10P2 | the Open Molecules 2025 dataset | ωB97M-V/def2-TZVPD
C -0.250 2.857 1.515
C 0.887 2.190 0.722
O 0.600 0.805 0.690
C 1.413 0.011 -0.147
C 0.918 -1.449 0.006
C -0.581 -1.679 0.238
C -1.543 -0.904 -0.664
I -1.147 -1.528 2.324
C 2.902 0.001 0.282
C 3.903 -0.580 -0.728
C 3.960 -2.121 -0.759
C 5.300 -0.135 -0.241
N 3.738 -0.094 -2.138
O 4.813 0.346 -2.677
C 2.617 0.852 -2.338
C 2.991 2.307 -1.997
C 2.357 0.878 -3.873
C 1.314 0.389 -1.677
H -1.177 2.387 1.189
H -0.101 2.800 2.587
H -0.306 3.890 1.167
H 0.906 2.661 -0.259
H 1.804 2.365 1.292
H 1.198 -2.000 -0.892
H 1.435 -1.956 0.822
H -0.749 -2.731 0.014
H -1.280 0.139 -0.803
H -1.630 -1.465 -1.596
H -2.518 -0.911 -0.176
H 3.272 0.973 0.604
H 2.953 -0.646 1.160
H 3.200 -2.535 -1.421
H 3.920 -2.559 0.235
H 4.913 -2.388 -1.216
H 5.338 -0.422 0.817
H 5.416 0.946 -0.262
H 6.104 -0.673 -0.728
H 3.438 2.385 -1.005
H 2.080 2.897 -2.071
H 3.719 2.696 -2.704
H 1.427 1.392 -4.114
H 2.274 -0.164 -4.193
H 3.220 1.316 -4.365
H 0.920 -0.446 -2.259
H 0.570 1.179 -1.790
C -5.073 1.909 -4.239
O -3.871 2.536 -4.728
P -2.516 1.570 -5.008
O -1.654 2.212 -3.972
O -2.304 2.286 -6.468
C -3.337 2.939 -7.205
O -1.368 0.430 -5.414
C -1.695 -0.581 -6.388
H -5.824 2.684 -4.109
H -5.451 1.173 -4.952
H -4.889 1.428 -3.276
H -3.462 3.959 -6.843
H -4.282 2.404 -7.148
H -3.019 2.973 -8.246
H -1.700 -0.150 -7.391
H -2.664 -1.037 -6.182
H -0.931 -1.353 -6.336
C -2.722 -1.301 9.505
O -3.048 -2.278 8.497
P -2.693 -1.914 6.919
O -4.008 -1.791 6.272
O -1.978 -3.344 6.603
C -1.612 -4.301 7.595
O -1.697 -1.111 5.901
C -0.317 -0.959 6.291
H -3.032 -1.699 10.468
H -1.646 -1.111 9.535
H -3.255 -0.366 9.318
H -2.475 -4.912 7.859
H -1.203 -3.830 8.487
H -0.848 -4.944 7.160
H 0.214 -1.904 6.169
H -0.229 -0.620 7.325
H 0.132 -0.212 5.641
```

The value obtained for the orbital gap (alpha / beta) is 6.206 / 6.620 eV. For the molar mass, the calculation gives 648.43 g/mol. Its HOMO energy (alpha / beta) is -8.217 / -8.630 eV. The net charge is 0. The spin multiplicity is 2. For the total energy, the calculation gives -2576.4783 Eh.

Atom charges from the Mulliken analysis, given in e for atoms 1 to 6: -1.463, 0.305, -0.297, 2.839, -1.456, -0.676

---

[4]
A structure of composition CH2F2INOS in a non-equilibrium geometry. Source: the Open Molecules 2025 dataset; level of theory: ωB97M-V/def2-TZVPD.

```
9
CH2F2INOS | the Open Molecules 2025 dataset | ωB97M-V/def2-TZVPD
C -1.225 -0.096 -0.437
N 0.934 -1.819 -0.825
O 0.805 0.332 -2.046
F 0.518 1.108 1.954
F -1.517 -0.730 0.692
S 0.474 -0.370 -0.844
I -1.696 1.944 -0.362
H 0.760 -2.301 0.039
H 0.946 1.932 1.828
```

The value obtained for the orbital gap (alpha / beta) is 7.487 / 7.358 eV. For the molar mass, the calculation gives 241.00 g/mol. Its HOMO energy (alpha / beta) is -9.184 / -9.073 eV. The energy above the lowest of the compared OMol25 structures with the same formula, charge and spin is 200.6 kJ/mol. The net charge is 0. For the total energy, the calculation gives -1064.7611 Eh.

Atom charges from the natural (NBO) analysis, given in e for atoms 1 to 6: -0.088, -1.002, -0.869, -0.565, -0.323, 1.717

---

[5]
A cluster of 9 separate species, C51H96ClN10O17PS in total in a non-equilibrium geometry. Source: the Open Molecules 2025 dataset; level of theory: ωB97M-V/def2-TZVPD.

```
177
C51H96ClN10O17PS | the Open Molecules 2025 dataset | ωB97M-V/def2-TZVPD
C 2.627 -2.110 3.381
C 2.111 -3.412 2.706
O 0.741 -3.237 2.376
C -0.083 -3.544 3.483
C -1.541 -3.403 3.089
C -1.885 -1.925 2.776
C -1.302 -1.476 1.429
C -1.892 -0.327 0.590
C -3.297 0.275 0.747
C -3.454 0.806 2.205
O -2.145 1.074 2.779
N -2.354 1.833 3.941
O -1.665 2.776 3.955
C -3.374 1.582 -0.117
C -2.724 2.901 0.394
C -3.615 4.171 0.302
C -4.435 4.414 1.560
Cl -5.632 5.719 1.234
C -3.076 1.593 -1.639
C -1.639 1.350 -2.097
O -1.515 1.975 -3.413
C -1.012 1.058 -4.301
C -1.986 0.271 -5.152
O 0.180 0.854 -4.420
N -4.862 1.794 -0.050
C -5.573 0.733 0.484
O -6.711 0.752 0.901
C -4.596 -0.515 0.424
C -5.170 -1.603 1.354
C -4.603 -3.008 1.233
O -3.654 -3.326 0.548
C -5.336 -4.103 1.975
C -6.716 -4.111 2.002
C -7.389 -5.115 2.624
C -6.708 -6.132 3.238
C -5.342 -6.139 3.224
C -4.678 -5.125 2.591
P -4.976 -1.130 -1.292
O -6.057 -2.335 -1.165
O -5.843 -0.013 -2.099
S -3.505 -1.797 -2.350
H 1.834 -1.379 3.307
H 2.731 -2.319 4.452
H 3.541 -1.734 2.945
H 2.267 -4.287 3.347
H 2.644 -3.603 1.775
H 0.102 -4.599 3.740
H 0.173 -2.953 4.375
H -2.149 -3.702 3.946
H -1.708 -3.999 2.192
H -1.393 -1.359 3.576
H -2.957 -1.785 2.933
H -0.261 -1.219 1.622
H -1.218 -2.369 0.807
H -1.204 0.521 0.650
H -1.814 -0.643 -0.451
H -4.016 1.736 2.266
H -3.929 0.093 2.880
H -1.849 3.182 -0.191
H -2.372 2.902 1.427
H -4.198 4.221 -0.618
H -2.909 5.001 0.258
H -3.766 4.823 2.315
H -4.942 3.532 1.940
H -3.713 0.974 -2.265
H -3.294 2.619 -1.957
H -0.882 1.728 -1.413
H -1.497 0.281 -2.265
H -2.998 0.671 -5.093
H -2.041 -0.764 -4.810
H -1.637 0.228 -6.181
H -5.275 2.191 -0.881
H -5.181 -1.366 2.419
H -6.225 -1.702 1.091
H -7.256 -3.320 1.499
H -8.471 -5.129 2.610
H -7.237 -6.936 3.732
H -4.760 -6.933 3.667
H -3.596 -5.186 2.573
H -6.108 -2.702 -2.060
H -6.747 -0.038 -1.743
C 1.117 8.248 2.006
N -0.055 7.394 1.911
C -1.031 7.396 0.973
C -0.921 8.398 -0.146
O -1.959 6.601 1.053
H 2.009 7.619 1.989
H 1.080 8.784 2.955
H 1.166 8.965 1.193
H -0.191 6.696 2.625
H -1.769 8.279 -0.813
H -0.928 9.414 0.254
H -0.003 8.229 -0.713
C 1.859 -3.602 -6.741
N 2.238 -4.061 -5.420
C 2.091 -3.414 -4.231
C 1.460 -2.043 -4.256
O 2.465 -3.939 -3.193
H 1.146 -4.306 -7.177
H 2.744 -3.567 -7.378
H 1.407 -2.616 -6.704
H 2.671 -4.970 -5.340
H 1.411 -1.658 -3.242
H 2.054 -1.357 -4.858
H 0.446 -2.100 -4.655
C 3.357 3.800 3.929
N 3.355 2.376 3.651
C 2.729 1.715 2.638
C 1.924 2.535 1.659
O 2.823 0.502 2.541
H 4.383 4.171 3.908
H 2.946 3.973 4.926
H 2.768 4.347 3.201
H 3.872 1.768 4.266
H 1.490 1.869 0.919
H 1.115 3.059 2.173
H 2.564 3.256 1.147
C -0.273 5.441 6.492
N 1.021 6.034 6.198
C 1.422 7.323 6.379
C 0.422 8.294 6.959
O 2.554 7.661 6.076
H -0.143 4.629 7.209
H -0.700 5.030 5.576
H -0.959 6.172 6.906
H 1.738 5.444 5.809
H 0.890 9.270 7.040
H -0.450 8.379 6.309
H 0.111 7.973 7.954
C 6.242 -8.144 -2.870
N 5.846 -7.804 -4.221
C 4.647 -7.352 -4.653
C 3.554 -7.162 -3.633
O 4.466 -7.104 -5.842
H 7.089 -7.518 -2.584
H 6.555 -9.188 -2.848
H 5.430 -7.995 -2.166
H 6.534 -7.910 -4.952
H 2.665 -6.795 -4.137
H 3.310 -8.109 -3.148
H 3.853 -6.427 -2.886
C -1.718 -8.220 -1.638
N -1.182 -7.630 -0.427
C -1.261 -6.334 -0.013
C -1.996 -5.362 -0.903
O -0.752 -5.997 1.043
H -2.417 -9.016 -1.374
H -0.903 -8.652 -2.222
H -2.234 -7.481 -2.242
H -0.680 -8.226 0.213
H -1.977 -4.380 -0.453
H -1.517 -5.303 -1.883
H -3.036 -5.671 -1.015
C 1.559 11.806 -3.070
N 0.904 11.425 -1.831
C 0.757 12.159 -0.697
C 1.334 13.553 -0.685
O 0.175 11.691 0.270
H 0.840 11.751 -3.889
H 2.374 11.109 -3.276
H 1.958 12.812 -3.015
H 0.495 10.506 -1.771
H 1.136 14.006 0.282
H 2.413 13.520 -0.840
H 0.868 14.165 -1.458
C 11.616 -6.805 -3.895
N 10.460 -7.682 -3.942
C 9.453 -7.697 -4.849
C 9.502 -6.688 -5.970
O 8.542 -8.508 -4.745
H 12.526 -7.406 -3.946
H 11.614 -6.257 -2.952
H 11.611 -6.098 -4.717
H 10.363 -8.382 -3.222
H 8.632 -6.827 -6.606
H 9.482 -5.673 -5.571
H 10.400 -6.831 -6.572
```

The value obtained for the orbital gap is 8.395 eV. For the molar mass, the calculation gives 1219.88 g/mol. Its HOMO energy is -8.590 eV. The energy above the lowest of the compared OMol25 structures with the same formula, charge and spin is 0.0 kJ/mol. The net charge is 0. For the total energy, the calculation gives -5027.3162 Eh. The SMILES is CCOCCCCC[C@@]1(CON=O)[C@@](CCCCl)(CCOC(C)=O)NC(=O)[C@@]1(CC(=O)c1ccccc1)P(O)(O)=S.CNC(C)=O.CNC(C)=O.CNC(C)=O.CNC(C)=O.CNC(C)=O.CNC(C)=O.CNC(C)=O.CNC(C)=O.

Atom charges from the Mulliken analysis, given in e for atoms 1 to 6: -0.811, -0.491, -0.044, -1.477, 0.280, -0.201

---

[6]
A cluster of 2 separate species, C41H52N3O3Si in total in a non-equilibrium geometry. Source: the Open Molecules 2025 dataset; level of theory: ωB97M-V/def2-TZVPD.

```
100
C41H52N3O3Si | the Open Molecules 2025 dataset | ωB97M-V/def2-TZVPD
C 0.164 6.171 2.218
Si 1.676 5.574 1.149
C 2.370 4.030 2.079
C 1.151 5.170 -0.677
C 0.001 6.164 -1.214
C -1.294 5.386 -1.822
C -0.970 4.550 -3.154
C -1.281 2.977 -3.069
C -2.702 2.602 -2.423
C -3.040 1.015 -2.600
C -2.844 0.189 -1.205
C -1.285 -0.118 -1.062
C -0.267 0.791 -0.329
C -0.695 2.137 0.412
C -1.814 1.950 1.540
N -2.163 0.807 2.090
C 1.256 0.407 -0.295
C 1.841 -0.869 -0.953
C 0.810 -1.808 -1.663
C -0.720 -1.432 -1.705
C -1.672 -2.496 -2.458
O -2.601 -2.154 -3.225
C -1.297 -4.039 -2.156
C -2.355 -5.144 -1.886
C -1.858 -6.597 -1.562
C -0.301 -6.943 -1.508
C 0.757 -5.852 -1.779
C 2.345 -6.082 -1.725
C 3.166 -5.838 -0.450
C 4.715 -5.991 -0.315
C 5.359 -6.485 -1.666
C 4.375 -6.715 -2.828
N 2.976 -6.526 -2.916
C 0.234 -4.419 -2.098
C 1.259 -3.195 -2.356
O 2.289 -3.294 -3.056
C 3.085 6.904 1.213
C 2.931 8.365 0.718
C 4.122 9.372 0.860
C 5.504 9.000 1.449
C 5.679 7.514 1.923
C 4.485 6.502 1.803
H -0.080 7.253 1.943
H -0.700 5.439 2.039
H 0.490 6.036 3.311
H 1.511 3.423 2.561
H 2.998 4.410 2.972
H 2.944 3.304 1.407
H 0.935 4.059 -0.837
H 2.095 5.402 -1.308
H -0.390 6.894 -0.413
H 0.432 6.783 -2.080
H -2.016 6.235 -2.140
H -1.852 4.799 -1.014
H -1.632 4.964 -4.007
H 0.119 4.713 -3.496
H -1.306 2.590 -4.160
H -0.426 2.407 -2.562
H -2.817 2.882 -1.321
H -3.541 3.167 -2.982
H -2.353 0.522 -3.388
H -4.112 0.868 -3.010
H -3.392 -0.818 -1.234
H -3.288 0.810 -0.359
H -0.968 2.940 -0.350
H 0.245 2.526 0.963
H -2.348 2.912 1.891
H -2.900 1.066 2.783
H 1.995 1.110 0.229
H 2.962 -1.094 -0.903
H -3.467 -4.901 -1.923
H -2.678 -7.367 -1.341
H -0.008 -8.013 -1.257
H 2.591 -5.480 0.481
H 5.308 -5.776 0.628
H 6.492 -6.657 -1.748
H 4.868 -7.111 -3.794
H 1.919 8.662 0.254
H 3.906 10.440 0.495
H 6.372 9.742 1.564
H 6.669 7.132 2.359
H 4.714 5.437 2.169
C -2.047 -5.532 4.455
C -1.971 -5.147 2.985
C -3.353 -4.890 2.375
O -3.973 -6.154 2.124
C -5.149 -6.369 2.906
N -1.367 -6.298 2.238
H -2.587 -6.472 4.606
H -1.045 -5.655 4.877
H -2.555 -4.754 5.029
H -1.311 -4.286 2.855
H -3.231 -4.401 1.402
H -3.960 -4.234 3.005
H -5.805 -5.495 2.888
H -4.871 -6.611 3.935
H -5.687 -7.219 2.483
H -0.575 -6.731 2.715
H -1.083 -6.037 1.285
H -2.110 -7.007 2.117
```

The value obtained for the orbital gap is 6.695 eV. For the molar mass, the calculation gives 662.97 g/mol. Its HOMO energy is -9.930 eV. The energy above the lowest of the compared OMol25 structures with the same formula, charge and spin is 1633.7 kJ/mol. The net charge is +1. For the total energy, the calculation gives -2272.1283 Eh.

Atom charges from the Mulliken analysis, given in e for atoms 1 to 6: -0.907, 0.234, -1.157, -0.135, -0.915, -0.477

---

The highest net charge belongs to which entry?
C41H52N3O3Si